No. 1
{
  "formula": "C22H53N3O4PS2",
  "method": "ωB97M-V/def2-TZVPD",
  "largest_force_ev_per_a": 3.0,
  "homo_ha": -0.13234,
  "charge": -1,
  "energy_ha": -2472.64665,
  "species": ["C", "C", "P", "C", "C", "C", "S", "C", "S", "N", "C", "C", "C", "C", "H", "H", "H", "H", "H", "H", "H", "H", "H", "H", "H", "H", "H", "H", "H", "H", "H", "H", "H", "H", "H", "H", "H", "C", "O", "C", "C", "N", "C", "C", "O", "C", "H", "H", "H", "H", "H", "H", "H", "H", "H", "H", "H", "H", "H", "H", "H", "C", "O", "C", "C", "N", "C", "C", "O", "C", "H", "H", "H", "H", "H", "H", "H", "H", "H", "H", "H", "H", "H", "H", "H"],
  "xyz": [[2.3564, -5.9665, -0.4769], [1.0641, -6.3268, -0.0316], [-0.4045, -5.7582, -1.1748], [-1.1218, -4.6426, 0.2019], [-2.1480, -3.5399, -0.2912], [-1.6637, -2.6727, -1.5339], [-0.9165, -1.0736, -0.9834], [0.7857, -0.8553, -1.6360], [0.9508, 0.1875, -2.9576], [1.9727, -1.4505, -1.1076], [1.7451, -2.2819, 0.0943], [3.1013, -2.4134, 0.9582], [2.8275, -2.0965, -2.1226], [2.0972, -3.0869, -3.1279], [3.1296, -5.5010, 0.2104], [2.6453, -6.1256, -1.5596], [0.9359, -6.9221, 0.9165], [-1.1379, -6.9349, -0.7439], [-1.4839, -5.3628, -2.0680], [0.4377, -4.6456, -1.5744], [0.1954, -6.5211, -2.2874], [-0.3034, -4.1942, 0.8509], [-1.7060, -5.3290, 0.9047], [-2.2729, -2.8058, 0.5714], [-3.1723, -3.9855, -0.4525], [-1.0205, -3.2306, -2.2663], [-2.6049, -2.3962, -2.1090], [0.9930, -1.8418, 0.8153], [1.4126, -3.3248, -0.1951], [2.9863, -1.7854, 1.8975], [3.9289, -1.9106, 0.3742], [3.3367, -3.4721, 1.2379], [3.3225, -1.2988, -2.7584], [3.6942, -2.6732, -1.6737], [0.9932, -3.1973, -2.9776], [2.3362, -2.7678, -4.1841], [2.5320, -4.1292, -3.0182], [-0.9833, 0.3841, 2.4241], [-1.6814, -0.7655, 2.8762], [-1.6429, -0.9375, 4.2879], [-3.0232, -0.7058, 4.8936], [-3.4016, 0.7048, 4.8233], [-4.8078, 0.9554, 5.1396], [-5.8645, 0.3440, 4.2095], [-5.8770, 0.8977, 2.9016], [-4.9437, 0.3175, 2.0008], [-0.9300, 0.3378, 1.3363], [-1.5124, 1.3006, 2.7032], [0.0361, 0.4061, 2.8210], [-0.8867, -0.3052, 4.7643], [-1.3591, -1.9792, 4.4681], [-3.0156, -1.0240, 5.9407], [-3.7325, -1.3368, 4.3469], [-3.2220, 1.0476, 3.8876], [-4.9403, 2.0417, 5.1247], [-5.0028, 0.6294, 6.1670], [-6.8434, 0.5820, 4.6377], [-5.8125, -0.7493, 4.1712], [-4.7706, -0.7422, 2.2038], [-4.0008, 0.8681, 2.0247], [-5.3456, 0.4122, 0.9905], [2.5526, 5.0699, 0.5024], [2.9305, 4.2400, -0.5822], [1.8319, 3.5489, -1.1794], [1.5572, 4.0892, -2.5799], [1.0030, 5.4430, -2.5247], [0.9640, 6.1188, -3.8217], [2.3026, 6.4026, -4.5162], [3.1151, 7.3580, -3.8458], [3.9209, 6.8262, -2.8063], [3.4616, 5.4208, 0.9935], [1.9939, 5.9433, 0.1535], [1.9573, 4.5146, 1.2328], [0.9321, 3.5786, -0.5567], [2.1329, 2.5012, -1.2680], [0.8473, 3.4303, -3.0874], [2.5028, 4.0682, -3.1331], [1.5627, 6.0025, -1.8933], [0.4653, 7.0790, -3.6561], [0.3234, 5.5452, -4.4996], [2.0701, 6.8475, -5.4889], [2.8686, 5.4904, -4.7322], [4.2391, 5.8005, -3.0080], [3.3926, 6.8795, -1.8519], [4.8120, 7.4510, -2.7164]],
  "lowdin_charge": [-0.1596, -0.3362, 0.2880, -0.3987, -0.3182, -0.4697, 0.8176, -0.9899, 0.5761, -0.1990, -0.2354, -0.0795, -0.2550, -0.0983, 0.0171, 0.0329, 0.0473, -0.0657, -0.0567, -0.0713, -0.0672, 0.0575, 0.0671, 0.0745, 0.0977, 0.0406, 0.0751, 0.0950, 0.0824, 0.0647, 0.0659, 0.0531, 0.0882, 0.1153, 0.0442, 0.0700, 0.0639, -0.1198, -0.2007, -0.2121, -0.2109, -0.0549, -0.2030, -0.2285, -0.1827, -0.0918, 0.0323, 0.0759, 0.0881, 0.1200, 0.1219, 0.1195, 0.1025, 0.0654, 0.1154, 0.1133, 0.1162, 0.1089, 0.0906, 0.0715, 0.0893, -0.1209, -0.1967, -0.2082, -0.2092, -0.0538, -0.2007, -0.2247, -0.1842, -0.1013, 0.0856, 0.0736, 0.0857, 0.1237, 0.0967, 0.1065, 0.1037, 0.0622, 0.1148, 0.1169, 0.1167, 0.1095, 0.0899, 0.0688, 0.0852]
}

=====

No. 2
{
  "formula": "C4HO3",
  "method": "ωB97M-V/def2-TZVPD",
  "largest_force_ev_per_a": 3.7,
  "homo_ha": -0.12342,
  "e_above_lowest_kcal_mol": 10.0,
  "charge": -1,
  "energy_ha": -378.71469,
  "species": ["C", "C", "C", "C", "O", "O", "O", "H"],
  "xyz": [[0.6500, 0.9924, -1.8579], [0.7104, 0.5830, -0.7201], [0.4971, 0.0650, 0.5740], [-1.0806, -0.9733, 1.0289], [-0.7538, -1.8531, 1.7793], [1.2252, 0.2985, 1.5329], [-2.0528, -0.5354, 0.4659], [0.8045, 1.4229, -2.8031]],
  "lowdin_charge": [0.1037, -0.0975, -0.3223, -0.6572, 0.0005, -0.0060, -0.0180, -0.0032]
}

=====

No. 3
{
  "formula": "C3H5NO2",
  "method": "ωB97M-V/def2-TZVPD",
  "largest_force_ev_per_a": 2.3,
  "homo_ha": -0.37749,
  "e_above_lowest_kcal_mol": 21.0,
  "smiles": "[H]/N=C(/C)OC=O",
  "charge": 0,
  "energy_ha": -322.54082,
  "species": ["H", "N", "C", "C", "O", "C", "O", "H", "H", "H", "H"],
  "xyz": [[0.2942, 1.5749, -1.0541], [-0.5566, 1.3632, -0.5404], [-0.4015, 0.2511, 0.0549], [-1.4422, -0.4689, 0.8773], [0.7482, -0.4892, 0.0280], [1.8379, -0.1343, -0.6954], [2.0030, 0.8755, -1.3260], [-1.0241, -0.6823, 1.8663], [-1.6796, -1.4501, 0.4462], [-2.3794, 0.0897, 0.9709], [2.6000, -0.9296, -0.6277]],
  "lowdin_charge": [0.0321, 0.1835, -0.4578, -0.0133, 0.0424, -0.2772, 0.0835, 0.0836, 0.0859, 0.0864, 0.1509]
}

=====

No. 4
{
  "formula": "C6H14",
  "method": "ωB97M-V/def2-TZVPD",
  "largest_force_ev_per_a": 4.0,
  "multiplicity": 2,
  "homo_ha": [-0.54000, -0.53980],
  "e_above_lowest_kcal_mol": 11.8,
  "s_squared": 0.753,
  "charge": 1,
  "energy_ha": -236.60444,
  "species": ["C", "C", "C", "H", "H", "H", "H", "H", "H", "H", "H", "C", "C", "C", "H", "H", "H", "H", "H", "H"],
  "xyz": [[-0.4741, -1.7479, -1.7790], [0.8020, -1.3456, -1.0301], [0.8408, -1.7368, 0.4361], [-0.6037, -2.8258, -1.8160], [-0.5822, -1.2518, -2.7423], [-1.3475, -1.3568, -1.2216], [0.9651, -0.2580, -1.1236], [1.6015, -1.7589, -1.6535], [1.7417, -1.2594, 0.8163], [-0.0946, -1.3499, 0.8629], [0.7854, -2.8116, 0.5893], [0.4188, 2.5644, 1.4712], [-0.5811, 2.1145, 0.4320], [-1.4890, 1.1042, 0.6385], [0.2426, 2.0364, 2.4062], [1.3977, 2.3222, 1.0482], [0.3039, 3.6462, 1.6018], [-0.1611, 2.4307, -0.5226], [-2.2597, 0.7943, -0.0552], [-1.5066, 0.6897, 1.6414]],
  "mulliken_spin": [-0.0059, 0.0083, 0.0043, -0.0001, -0.0005, 0.0058, -0.0014, -0.0002, -0.0016, 0.0072, -0.0003, 0.0390, 0.4028, 0.3860, -0.0045, 0.0342, 0.0392, 0.0228, 0.0376, 0.0271]
}

=====

No. 5
{
  "formula": "C25H14AsN2O4S4Tc",
  "method": "ωB97M-V/def2-TZVPD",
  "largest_force_ev_per_a": 1.6,
  "multiplicity": 3,
  "homo_ha": [-0.08340, -0.08578],
  "e_above_lowest_kcal_mol": 28.0,
  "s_squared": 2.051,
  "charge": -2,
  "energy_ha": -5281.00777,
  "species": ["Tc", "S", "C", "C", "N", "C", "S", "C", "N", "S", "C", "C", "C", "C", "C", "C", "As", "C", "C", "C", "C", "C", "C", "C", "C", "C", "C", "C", "C", "H", "H", "H", "H", "H", "H", "H", "H", "H", "H", "H", "H", "H", "H", "O", "C", "O", "C", "O", "O", "S", "C"],
  "xyz": [[-0.2328, -0.7220, 1.0973], [-0.5007, -3.0670, 0.6076], [0.0119, -3.8470, 2.0682], [0.1269, -5.2600, 2.0275], [0.2369, -6.4068, 1.9853], [0.3090, -3.1745, 3.2252], [0.3049, -1.4516, 3.3686], [0.6696, -3.8913, 4.3957], [0.9649, -4.4636, 5.3517], [-0.9707, -0.5268, -1.3555], [-0.7403, 0.3862, -2.8577], [-1.5364, -0.1144, -3.9032], [-1.4906, 0.4245, -5.1723], [-0.6450, 1.4885, -5.4418], [0.1266, 2.0122, -4.4194], [0.0868, 1.4983, -3.1258], [1.1018, 2.2811, -1.6573], [2.1635, 3.5398, -2.7378], [3.4267, 3.0903, -3.1201], [4.2649, 3.8827, -3.8891], [3.8594, 5.1534, -4.2711], [2.6130, 5.6218, -3.8805], [1.7710, 4.8175, -3.1248], [-0.3062, 3.5095, -1.0667], [0.0588, 4.6576, -0.3644], [-0.9045, 5.4732, 0.2076], [-2.2486, 5.1536, 0.0841], [-2.6224, 4.0151, -0.6125], [-1.6567, 3.1943, -1.1773], [-2.1857, -0.9513, -3.6810], [-2.1137, 0.0103, -5.9572], [-0.5973, 1.9144, -6.4375], [0.7772, 2.8534, -4.6285], [3.7509, 2.1077, -2.7931], [5.2387, 3.5143, -4.1895], [4.5163, 5.7836, -4.8598], [2.2941, 6.6164, -4.1711], [0.7956, 5.1884, -2.8336], [1.1075, 4.8940, -0.2372], [-0.6020, 6.3536, 0.7619], [-3.0037, 5.7840, 0.5398], [-3.6693, 3.7524, -0.7076], [-1.9625, 2.2953, -1.6975], [3.7207, 0.3154, 0.7514], [2.5309, 0.1737, 0.9758], [1.7649, -0.8069, 0.6915], [1.7213, 1.3354, 1.7064], [2.3060, 2.3030, 2.1579], [0.4453, 1.1219, 1.7046], [-3.5693, 0.0595, 1.5772], [-2.0824, -0.3750, 1.4094]],
  "mulliken_spin": [1.7501, 0.1216, 0.0023, -0.0016, -0.0082, 0.0165, 0.1102, -0.0015, 0.0024, 0.0046, 0.0051, 0.0137, -0.0078, 0.0144, -0.0097, 0.0151, 0.0040, -0.0007, 0.0001, 0.0000, -0.0002, 0.0001, -0.0005, 0.0034, 0.0005, 0.0000, 0.0002, -0.0012, -0.0084, 0.0004, -0.0006, 0.0009, 0.0003, 0.0001, 0.0000, 0.0000, 0.0000, 0.0001, 0.0003, 0.0000, 0.0000, 0.0013, 0.0014, 0.0088, -0.0021, 0.0060, 0.0091, 0.0213, 0.0212, 0.0530, -0.1461]
}

=====

No. 6
{
  "formula": "C4H10OS2",
  "method": "ωB97M-V/def2-TZVPD",
  "largest_force_ev_per_a": 3.0,
  "homo_ha": -0.23460,
  "e_above_lowest_kcal_mol": 138.9,
  "charge": 0,
  "energy_ha": -1029.81045,
  "species": ["C", "C", "O", "C", "S", "S", "C", "H", "H", "H", "H", "H", "H", "H", "H", "H", "H"],
  "xyz": [[1.5187, -0.0358, 1.0450], [2.2349, 1.1090, 1.3408], [3.5036, 0.0665, -1.1363], [2.0593, -1.3147, 0.8969], [-2.2131, -0.0634, -0.1537], [-3.2838, 0.4416, -1.8658], [-4.9965, 0.3689, -1.1525], [2.9548, -1.7107, 1.3902], [0.4911, 0.1933, 0.8675], [1.7115, 2.0523, 1.1807], [3.3173, 1.0522, 1.4713], [4.2701, -0.5212, -1.1842], [2.9283, -0.4428, -0.5138], [1.3563, -2.1557, 0.8693], [-5.3814, 1.3740, -1.0818], [-4.8574, -0.1473, -0.1808], [-5.6138, -0.2662, -1.7928]],
  "lowdin_charge": [-0.2487, 0.0957, -0.0776, 0.0314, 0.0022, 0.2871, -0.4720, 0.0828, 0.0298, 0.0772, 0.0778, 0.0429, -0.0349, 0.0715, 0.0156, -0.0027, 0.0219]
}